(1)
DFT (wB97M-V/def2-TZVPD) results for one molecule with the formula C4H6O2 at a distorted geometry.

```
12
Properties=species:S:1:pos:R:3:forces:R:3:nbo_charge:R:1
O 1.1990 -1.6360 -0.6629 -1.131 0.083 2.125 -0.711
C 1.0017 -0.9778 0.6366 0.672 -0.005 0.496 -0.131
C -0.1694 -0.0794 0.5436 -0.727 2.412 -1.418 -0.012
C -1.1808 0.6549 0.9805 1.203 -1.277 -1.123 -0.191
C -1.0169 0.6741 -0.5101 0.912 0.480 1.160 0.075
O -0.8422 1.9016 -1.2211 -0.692 1.218 3.818 -0.763
H 2.0592 -1.4379 -0.9962 0.896 0.294 -0.109 0.474
H 0.7770 -1.6222 1.5174 0.055 -0.665 -1.101 0.201
H 1.9414 -0.4977 1.0521 -0.957 0.027 -1.066 0.205
H -1.7467 0.8784 1.8678 -0.163 0.299 -0.102 0.221
H -1.6100 0.1578 -1.1786 -1.466 -1.965 -0.640 0.152
H -0.4124 1.9843 -2.0290 1.398 -0.900 -2.039 0.480
```
Forces are in eV/Å.

The value obtained for the energy relative to the best compared isomer or geometry (same formula, charge and spin) is 400.4 kJ/mol. The calculation puts the HOMO energy at -9.5 eV. Its max |F| is 4.07 eV/Å. The value obtained for the electronic energy is -306.353809 Ha.

---

(2)
DFT (wB97M-V/def2-TZVPD) results for a 6-piece molecular cluster, C33H35B2BrN6O11 overall at a distorted geometry.

```
88
Properties=species:S:1:pos:R:3:forces:R:3:lowdin_charge:R:1
O -6.0235 -5.1271 -0.3261 0.099 0.060 -0.035 0.084
N -5.0525 -4.4326 -0.5522 0.039 -0.118 0.096 -0.335
O -3.9045 -4.7379 -0.2851 -0.295 -0.180 -0.265 0.048
C -5.2718 -3.1199 -1.1737 -0.029 0.177 -0.069 -0.144
C -6.5623 -2.7173 -1.4644 -0.183 -0.011 -0.019 -0.004
C -6.7583 -1.4676 -2.0289 0.100 0.056 -0.014 -0.065
C -5.6716 -0.6430 -2.2926 -0.021 -0.045 0.023 -0.062
C -4.3824 -1.0673 -1.9981 -0.162 0.071 -0.001 -0.051
C -4.1783 -2.3155 -1.4353 0.182 0.043 0.024 0.007
H -7.4013 -3.3629 -1.2542 0.059 -0.085 0.051 0.119
H -7.7609 -1.1355 -2.2594 -0.020 -0.011 -0.002 0.107
H -5.8302 0.3352 -2.7277 -0.002 0.005 -0.012 0.107
H -3.5345 -0.4301 -2.2012 -0.013 -0.041 0.010 0.075
H -3.1787 -2.6498 -1.2024 -0.024 -0.086 0.031 0.118
O -1.4536 0.7728 -5.0354 -0.034 0.014 0.105 0.088
N -1.7542 1.1040 -3.9072 0.119 -0.121 -0.028 -0.341
O -1.6734 0.3772 -2.9305 0.086 0.078 -0.130 0.042
C -2.2472 2.4707 -3.6982 -0.083 0.167 0.030 -0.151
C -2.3622 3.3170 -4.7871 0.043 0.055 -0.176 0.005
C -2.8276 4.6052 -4.5872 -0.113 -0.073 0.111 -0.076
C -3.1777 5.0271 -3.3102 -0.064 -0.112 0.029 -0.077
C -3.0580 4.1625 -2.2301 0.014 0.053 -0.103 -0.060
C -2.5858 2.8735 -2.4191 -0.030 -0.022 0.186 -0.006
H -2.0852 2.9833 -5.7755 0.029 -0.101 0.027 0.122
H -2.9115 5.2810 -5.4249 0.028 0.026 -0.013 0.110
H -3.5402 6.0332 -3.1574 0.003 0.027 -0.014 0.107
H -3.3266 4.4941 -1.2367 -0.005 -0.013 0.020 0.108
H -2.4828 2.1991 -1.5822 0.045 -0.079 -0.055 0.118
O -1.1908 -4.4568 6.5843 0.099 -0.050 -0.048 0.079
N -0.0990 -4.8891 6.2651 -0.135 0.069 -0.123 -0.338
O 0.1318 -5.4682 5.2208 -0.020 -0.007 0.133 0.067
C 1.0181 -4.6881 7.1965 0.134 0.006 0.127 -0.146
C 0.7804 -4.0571 8.4034 -0.102 0.086 0.138 -0.001
C 1.8354 -3.8830 9.2834 0.086 -0.039 -0.041 -0.064
C 3.1043 -4.3352 8.9473 -0.006 -0.001 -0.006 -0.070
C 3.3239 -4.9598 7.7271 -0.035 0.048 0.086 -0.064
C 2.2751 -5.1408 6.8409 0.139 -0.085 -0.114 -0.001
H -0.2088 -3.7070 8.6561 -0.053 -0.038 -0.095 0.120
H 1.6665 -3.3950 10.2329 -0.016 0.012 0.009 0.108
H 3.9251 -4.2003 9.6390 0.010 0.008 0.004 0.107
H 4.3131 -5.3080 7.4654 0.009 -0.009 -0.019 0.108
H 2.4369 -5.6255 5.8902 -0.109 0.006 -0.037 0.120
O -1.3542 7.1243 -4.0684 0.201 0.195 -0.081 0.053
N -0.3036 6.5856 -4.3661 -0.173 -0.133 -0.087 -0.336
O -0.0800 6.0728 -5.4458 -0.010 0.105 0.079 0.081
C 0.7398 6.5089 -3.3378 0.125 -0.017 0.130 -0.146
C 0.4902 7.0491 -2.0892 -0.095 0.093 0.134 -0.004
C 1.4652 6.9466 -1.1115 0.075 -0.059 -0.028 -0.064
C 2.6661 6.3079 -1.3908 -0.022 -0.004 -0.006 -0.062
C 2.9002 5.7758 -2.6518 -0.004 0.016 0.104 -0.056
C 1.9327 5.8772 -3.6378 0.103 -0.122 -0.095 0.007
H -0.4478 7.5396 -1.8787 -0.047 -0.018 -0.102 0.118
H 1.2851 7.3600 -0.1291 -0.014 0.016 0.008 0.108
H 3.4221 6.2212 -0.6218 0.018 0.011 0.000 0.110
H 3.8361 5.2789 -2.8652 0.045 0.028 -0.053 0.081
H 2.1050 5.4612 -4.6188 -0.093 0.032 -0.045 0.122
O 6.0469 4.3747 -3.3954 0.046 -0.069 -0.019 0.057
N 6.6811 3.3707 -3.6698 0.044 0.110 -0.049 -0.345
O 7.7002 3.3602 -4.3284 -0.091 0.018 0.075 0.087
C 6.1724 2.0840 -3.1717 -0.086 -0.149 0.060 -0.146
C 4.9933 2.0592 -2.4482 -0.124 0.061 0.063 -0.001
C 4.5099 0.8419 -1.9982 0.042 -0.057 -0.017 -0.058
C 5.2072 -0.3269 -2.2719 0.013 -0.008 -0.006 -0.065
C 6.3925 -0.2812 -2.9934 -0.093 0.023 0.054 -0.063
C 6.8827 0.9310 -3.4500 0.140 -0.110 -0.074 -0.004
H 4.4553 2.9707 -2.2380 0.057 0.061 -0.049 0.105
H 3.5874 0.8048 -1.4360 -0.015 0.004 0.008 0.111
H 4.8242 -1.2762 -1.9226 -0.010 -0.005 0.014 0.109
H 6.9350 -1.1921 -3.2039 0.020 -0.006 -0.011 0.108
H 7.8019 0.9736 -4.0140 -0.002 0.112 -0.022 0.119
C 1.5648 -3.3791 2.4991 -0.199 0.510 0.098 -0.030
B 0.5247 -2.4663 1.7379 0.576 -0.403 0.157 -0.507
O 0.7701 -2.1352 0.4039 -0.552 -0.292 -0.239 0.079
B -0.7810 -1.8798 2.6079 -0.251 0.636 0.172 -0.617
Br -0.3639 -0.3813 3.8329 -0.073 -0.323 -0.270 0.687
C -2.2585 -2.3858 2.6030 0.201 -0.248 0.009 -0.195
C -2.4325 -3.7981 2.0659 -0.676 -0.349 0.662 -0.314
N -1.4868 -4.7157 2.6796 0.543 0.434 -0.414 0.037
H 1.2199 -3.6136 3.5003 -0.027 -0.328 0.129 0.034
H 2.4932 -2.8164 2.6205 0.180 0.100 -0.147 0.071
H 1.7920 -4.2862 1.9466 0.026 -0.189 -0.040 0.069
H 0.4672 -2.8202 -0.2106 0.330 0.289 0.076 0.107
H -2.8813 -1.7194 2.0019 0.029 0.311 -0.047 0.112
H -2.6825 -2.3386 3.6061 -0.008 0.111 0.203 0.098
H -2.3643 -3.8561 0.9901 0.409 0.138 -0.217 0.081
H -3.4582 -4.1079 2.2930 -0.227 0.045 -0.159 0.105
H -1.5483 -5.6387 2.2766 -0.056 -0.104 0.200 0.082
H -1.5828 -4.7552 3.6845 -0.045 -0.207 0.022 0.054
```
Forces are in eV/Å.

The calculation puts the HOMO energy at -8.7 eV. Its max |F| is 1.01 eV/Å. The value obtained for the electronic energy is -5057.997923 Ha.

---

(3)
DFT (wB97M-V/def2-TZVPD) results for C5H9NO2 as an isolated structure at a distorted geometry.

```
17
Properties=species:S:1:pos:R:3:forces:R:3:nbo_charge:R:1
C 0.0603 -0.2935 0.3526 0.073 0.726 2.415 -0.361
C -1.2566 1.9576 -0.3206 -1.249 0.533 2.479 0.338
C -0.2569 0.5712 1.4482 3.198 -3.174 -0.932 -0.141
C -0.5548 -1.6630 0.2811 -0.162 -0.019 -0.172 -0.631
C 1.1741 0.0879 -0.4973 -0.214 0.437 0.201 0.631
N 1.5708 -0.8032 -1.4696 -0.061 -0.069 0.071 -0.838
O -1.6141 1.6562 0.8464 -0.517 1.350 -3.333 -0.468
O 1.7114 1.2039 -0.4327 -0.024 -0.062 -0.284 -0.710
H 2.3532 -0.5197 -2.0349 0.080 -0.028 0.153 0.398
H 1.4169 -1.7891 -1.3472 -0.034 0.054 -0.044 0.388
H -0.2072 2.1448 -0.5629 0.148 -0.555 -0.003 0.205
H -2.0087 2.1251 -1.1016 -0.105 0.120 0.236 0.145
H 0.5362 1.2579 1.7255 -0.428 0.562 -0.315 0.225
H -0.7430 0.1377 2.3151 -0.640 0.268 -0.302 0.202
H -0.7637 -1.9461 -0.7534 -0.081 -0.165 0.014 0.202
H -1.5036 -1.6931 0.8222 0.048 0.009 -0.057 0.217
H 0.0857 -2.4345 0.7292 -0.033 0.013 -0.129 0.200
```
Forces are in eV/Å.

The value obtained for the energy relative to the best compared isomer or geometry (same formula, charge and spin) is 323.7 kJ/mol. The calculation puts the HOMO energy at -7.6 eV. Its max |F| is 4.60 eV/Å. The value obtained for the electronic energy is -401.053481 Ha.

---

(4)
DFT (wB97M-V/def2-TZVPD) results for one molecule with the formula C28H44BrF8O5P at a distorted geometry.

```
87
Properties=species:S:1:pos:R:3:forces:R:3:lowdin_charge:R:1
C -6.6106 -2.4307 -0.8014 -0.242 -0.718 0.173 -0.152
C -6.3021 -3.7903 0.0786 0.309 -0.029 -0.630 -0.265
C -4.6870 -4.1119 -0.0557 -0.200 -0.972 0.012 -0.233
C -3.9862 -4.5229 1.3742 0.819 0.416 -0.485 -0.223
C -3.1802 -3.2183 1.9580 0.252 -0.533 0.465 -0.235
C -4.1599 -1.9424 2.2741 0.785 -0.235 -0.474 -0.218
C -3.6737 -1.2547 3.6831 -0.234 -0.468 0.590 -0.225
C -4.7610 -0.2305 4.3586 0.316 0.262 0.093 -0.216
C -5.5525 0.7414 3.3018 -0.579 0.862 0.515 -0.221
C -4.7163 2.0955 2.8603 -0.223 0.056 -0.325 -0.214
C -3.2230 1.7975 2.2504 0.473 0.345 -0.121 -0.211
C -2.6805 3.0191 1.2723 0.164 0.534 -0.129 -0.206
C -1.4783 3.9210 1.9518 0.792 0.535 -0.336 -0.215
C -0.0325 3.8090 1.1222 -0.423 -0.416 0.056 -0.207
C 0.6040 2.2873 1.2337 -0.382 0.528 -0.832 -0.133
C 2.2595 2.2865 1.3981 -2.666 -1.008 -0.599 -0.194
O 2.4508 1.9801 2.8542 -0.219 -2.770 -1.107 -0.068
C 2.4223 0.5091 2.9322 -2.390 -2.582 3.363 -0.235
O 1.7205 -0.2345 3.8077 4.728 5.486 -5.964 0.011
C 3.4689 0.0168 1.7374 -1.401 0.753 1.090 -0.346
C 4.9750 0.3325 2.3450 0.034 0.000 -0.689 -0.112
C 5.3988 -0.6582 3.5827 -4.460 -4.723 2.916 -0.581
O 4.5766 -1.5105 4.2260 5.427 6.131 -4.775 -0.097
Br 7.3307 -0.6891 4.2236 -1.915 0.376 -0.904 0.610
P 3.1919 -1.8397 1.2183 3.981 -1.771 -0.539 0.814
O 4.4883 -2.5030 0.5928 -3.661 2.309 1.511 -0.499
C 2.8997 0.9968 0.5480 1.147 0.402 -0.039 -0.214
C 3.9470 1.5475 -0.6113 -1.109 -0.098 -0.863 -0.096
C 3.7957 0.5213 -1.9236 0.416 -0.665 2.114 -0.177
O 4.8189 0.7525 -2.9518 -2.582 -0.034 -0.813 -0.169
C 4.2657 0.7720 -4.3122 0.504 0.937 -0.480 -0.086
C 5.2089 -0.1972 -5.2392 0.592 -0.841 2.946 -0.154
F 6.5660 0.3940 -5.2602 -3.897 -1.954 -0.599 0.022
F 5.3297 -1.5009 -4.4852 -0.234 3.835 -2.378 0.000
C 4.5884 -0.5790 -6.7063 0.000 -3.023 -1.109 -0.100
F 3.1079 -0.4236 -6.8048 4.739 -0.182 0.584 0.031
F 4.8617 -2.0491 -6.9058 -0.979 4.596 0.404 0.016
C 5.2799 0.1855 -7.9804 -0.338 -1.028 -2.037 -0.119
F 4.6229 -0.3916 -9.2126 2.061 1.884 3.753 0.008
F 6.7388 -0.0976 -8.1524 -4.906 1.142 0.925 0.032
C 4.9574 1.8122 -8.0507 0.568 1.262 -1.759 -0.065
F 5.4787 2.5798 -6.8965 -2.113 -2.506 -2.956 -0.020
F 3.5103 2.0604 -8.3392 4.280 -0.832 1.676 -0.025
H -6.2401 -2.6589 -1.9034 -0.802 0.765 2.283 0.087
H -6.0444 -1.5146 -0.3360 -0.931 -1.826 -0.998 0.065
H -7.7527 -2.1669 -0.8085 2.167 -0.565 -0.093 0.073
H -6.8850 -4.7402 -0.3446 1.114 2.238 0.805 0.113
H -6.6402 -3.6797 1.1950 0.774 -0.067 -2.116 0.091
H -4.0956 -3.2194 -0.5570 -1.291 -1.663 1.177 0.111
H -4.5583 -5.0338 -0.8006 -0.328 2.011 1.560 0.112
H -3.1958 -5.3734 1.1291 -1.649 1.718 0.772 0.110
H -4.7572 -4.9257 2.1798 1.517 0.853 -1.818 0.120
H -2.6277 -3.5035 2.9674 -1.126 0.449 -2.084 0.107
H -2.3307 -2.9380 1.1909 -1.722 -0.454 1.452 0.112
H -4.0432 -1.1938 1.3544 -0.520 -1.460 2.091 0.100
H -5.2745 -2.3463 2.2983 2.294 1.103 0.202 0.112
H -3.5287 -2.1470 4.4616 -0.256 1.899 -1.666 0.115
H -2.6076 -0.7279 3.5988 -2.374 -1.178 -0.122 0.114
H -4.1625 0.4610 5.1206 -1.355 -1.392 -1.552 0.119
H -5.5379 -0.8476 5.0101 1.564 1.266 -1.544 0.114
H -6.5286 1.1262 3.8693 2.041 -0.788 -1.257 0.114
H -5.9439 0.2019 2.3329 0.982 0.807 1.960 0.102
H -5.3411 2.6794 2.0324 1.247 -1.340 1.705 0.112
H -4.6453 2.8385 3.7792 0.002 -1.599 -1.810 0.119
H -2.4531 1.6771 3.1545 -1.655 0.132 -2.015 0.109
H -3.1848 0.8191 1.5993 -0.320 1.806 1.490 0.096
H -3.5529 3.7739 1.0108 1.622 -1.709 0.589 0.106
H -2.2992 2.6012 0.2227 -0.785 0.752 2.328 0.112
H -1.2753 3.5918 3.0729 -0.528 0.751 -2.305 0.114
H -1.7791 5.0738 1.9213 0.606 -2.538 0.252 0.112
H -0.2766 4.0295 -0.0172 0.711 -0.218 2.379 0.114
H 0.7707 4.5784 1.5433 -1.878 -1.471 -0.908 0.115
H 0.3685 1.7211 0.2135 0.260 1.031 2.331 0.120
H 0.0625 1.7801 2.1575 1.446 0.690 -2.005 0.130
H 2.5792 3.3698 1.0401 0.121 -2.488 1.278 0.162
H 5.7137 0.2759 1.4276 -1.174 -0.253 2.190 0.136
H 5.0032 1.4353 2.7354 -0.098 -2.103 -0.586 0.147
H 2.8253 -2.5261 2.4336 -0.158 0.681 -0.733 0.028
H 2.0447 -1.9403 0.3189 0.641 0.536 0.836 0.031
H 2.1051 0.3197 -0.0162 1.243 1.868 1.274 0.117
H 5.0522 1.6555 -0.2418 -2.192 -0.194 -0.787 0.123
H 3.4983 2.5960 -0.9624 1.299 -2.121 0.835 0.129
H 3.9934 -0.5722 -1.4893 -0.629 2.130 -1.045 0.138
H 2.6882 0.6388 -2.2803 2.129 -0.277 0.316 0.132
H 4.3538 1.8954 -4.6938 -0.077 -2.496 0.443 0.157
H 3.1418 0.4620 -4.4034 2.224 0.243 0.314 0.145
H 5.5398 2.2119 -9.0129 -1.392 -0.793 2.333 0.196
```
Forces are in eV/Å.

The calculation puts the HOMO energy at -10.2 eV. Its max |F| is 9.48 eV/Å. The value obtained for the electronic energy is -5183.185506 Ha.

---

(5)
DFT (wB97M-V/def2-TZVPD) results for C7H19IN2O3Si2 as an isolated structure at a distorted geometry.

```
34
Properties=species:S:1:pos:R:3:forces:R:3:nbo_charge:R:1
C -0.9892 0.5714 3.5902 -0.249 -0.277 -0.452 -0.414
N -0.6848 -0.8083 3.1407 0.886 -0.004 0.154 -0.517
C -0.4384 -1.7039 4.2810 -0.076 0.154 -0.171 -0.408
C 0.5199 -0.7662 2.3384 0.503 0.200 0.362 0.759
O 1.6284 -0.5914 2.8240 -0.900 -0.261 -0.247 -0.582
C 0.3474 -0.9361 0.8732 0.802 -0.123 -0.407 -1.010
Si 2.0527 -0.8136 0.0862 -0.605 -0.014 0.980 1.421
O 1.8858 -1.0302 -1.5712 0.672 0.087 -0.024 -1.252
Si 3.2235 -0.8100 -2.5026 -0.040 -0.070 0.080 1.229
I 3.4843 1.5757 -2.9830 0.051 -0.124 -0.116 -0.251
H -0.1869 1.2613 3.3735 0.359 0.184 -0.096 0.202
H -1.1389 0.5972 4.6557 -0.167 -0.089 0.436 0.197
H -1.8774 0.9285 3.0940 -0.357 0.172 -0.116 0.203
H 0.0562 -1.2022 5.1010 0.172 0.198 0.360 0.183
H -1.3714 -2.1285 4.6141 -0.402 -0.032 0.204 0.198
H 0.2041 -2.5180 3.9886 0.171 -0.346 -0.229 0.203
H -0.0549 -1.9157 0.6456 -0.316 -0.369 0.139 0.258
H -0.3552 -0.2140 0.4741 -0.060 0.052 0.085 0.320
H 2.6953 0.4741 0.4044 0.029 0.090 -0.301 -0.189
H 2.9021 -1.8837 0.6454 0.068 -0.106 -0.248 -0.201
H 3.1368 -1.5961 -3.7391 -0.134 0.126 -0.091 -0.179
H 4.4196 -1.2049 -1.7366 0.032 0.041 -0.020 -0.186
C -1.8459 1.5230 -1.1907 -0.418 0.037 -0.224 0.541
O -1.0188 1.3107 -0.3243 0.021 0.412 -0.005 -0.653
N -1.6622 1.2660 -2.4944 -0.051 0.047 -0.086 -0.419
C -2.6886 1.5099 -3.4864 0.161 -0.028 0.006 -0.398
C -0.3788 0.7157 -2.9039 -0.131 0.006 0.166 -0.430
H -2.8430 1.9385 -0.9666 0.036 0.015 0.008 0.111
H -2.9584 0.5802 -3.9912 -0.034 0.022 -0.018 0.198
H -2.3351 2.2243 -4.2324 -0.045 0.000 -0.020 0.199
H -3.5759 1.9165 -3.0069 -0.020 0.012 0.032 0.211
H -0.1982 -0.2201 -2.3780 0.077 0.013 -0.086 0.228
H 0.4205 1.4097 -2.6459 0.030 -0.059 -0.026 0.222
H -0.3748 0.5402 -3.9768 -0.067 0.036 -0.028 0.205
```
Forces are in eV/Å.

The calculation puts the HOMO energy at -8.9 eV. Its max |F| is 1.15 eV/Å. The value obtained for the electronic energy is -1490.120006 Ha.